# C7H17N2

A molecular structure, C7H17N2 at a distorted geometry (the ωB97M-V functional and the def2-TZVPD basis, the Open Molecules 2025 dataset).

As for the total charge: +1. As for the electronic energy: -386.09525 Ha. The value obtained for the HOMO-LUMO gap is 11.512 eV. For the lowest unoccupied orbital energy, the calculation gives -2.66 eV.

The geometry in XYZ format:
```
26
Properties=species:S:1:pos:R:3:nbo_charge:R:1
C -0.57423 0.18587 0.33480 -0.034
C 0.69813 0.04177 -0.38096 0.105
C 1.92154 0.41361 0.44546 -0.626
C 0.69147 0.45233 -1.83526 -0.636
C -0.57415 2.28497 1.90500 -0.612
C -0.72634 0.81523 1.69546 -0.432
C -0.64550 -2.62148 -0.80605 0.074
N -1.31357 -2.23326 -1.96393 -0.763
N 0.05604 -1.15147 0.15574 -0.484
H -1.53331 0.18450 -0.29052 0.220
H 2.10487 1.42907 0.15321 0.238
H 2.80822 -0.29652 0.17398 0.236
H 1.74533 0.41407 1.50061 0.225
H -0.24761 0.06043 -2.40942 0.211
H 1.46105 0.04487 -2.54080 0.238
H 0.76859 1.52151 -1.96736 0.254
H -1.12118 2.81707 1.05468 0.220
H 0.50593 2.53366 1.85891 0.211
H -0.90383 2.64459 2.93606 0.249
H -1.68545 0.55086 1.89026 0.220
H -0.17389 0.21783 2.52894 0.204
H 0.39396 -2.83073 -0.99854 0.216
H -1.12325 -3.13153 -0.02498 0.226
H -2.31965 -2.01546 -1.77597 0.411
H -0.87347 -1.90830 -2.75366 0.411
H 0.49845 -1.49463 1.09426 0.420
```